No. 1
# C55H49LuN6O5S6

A structure of composition C55H49LuN6O5S6 at a distorted geometry (wB97M-V/def2-TZVPD, the Open Molecules 2025 dataset).

Atoms and positions in Å:
Lu -23.27 0.38 -8.96
S -24.70 3.71 -12.49
S -25.05 -2.04 -10.08
S -21.34 -2.74 -7.58
S -18.70 2.18 -8.37
S -22.20 2.10 -12.22
S -25.39 3.13 -9.79
O -24.13 -1.56 -8.81
O -24.45 -2.92 -10.98
O -26.42 -2.45 -9.59
O -25.14 -0.73 -10.76
O -21.14 -2.57 -12.41
N -23.19 3.37 -12.31
N -21.40 -1.13 -8.06
N -25.70 3.43 -11.35
N -21.40 1.63 -8.55
N -22.15 1.04 -10.92
N -24.35 2.11 -9.39
C -28.54 0.78 -9.07
C -27.04 2.63 -9.55
C -26.31 2.76 -16.78
C -19.81 -4.66 -8.90
C -24.59 7.05 -8.50
C -19.46 -3.26 -3.45
C -21.69 1.42 -14.96
C -28.08 3.40 -10.10
C -20.49 4.20 -13.00
C -20.75 -3.60 -9.14
C -22.62 1.44 -5.41
C -24.94 0.77 -4.19
C -24.91 4.10 -15.35
C -25.49 3.87 -16.62
C -18.09 3.91 -13.28
C -19.24 4.68 -13.40
C -21.27 -3.53 -5.02
C -20.30 -5.67 -10.96
C -29.59 1.60 -9.47
C -22.49 1.27 -13.80
C -24.78 0.70 -5.56
C -19.47 2.11 -12.39
C -26.09 2.26 -14.42
C -25.25 5.45 -12.57
C -23.54 0.38 -13.72
C -29.39 2.84 -10.05
C -27.18 6.93 -12.38
C -25.21 3.30 -14.26
C -19.09 -2.75 -5.77
C -22.07 0.64 -16.01
C -24.94 7.80 -12.22
C -26.63 1.97 -15.68
C -20.76 -3.70 -3.74
C -23.60 0.90 -6.25
C -24.36 5.68 -8.99
C -24.04 1.58 -3.47
C -24.39 6.55 -12.47
C -18.59 -2.91 -4.49
C -25.33 4.72 -8.86
C -26.66 5.65 -12.58
C -20.63 2.91 -12.53
C -26.72 6.29 -7.57
C -23.93 -0.38 -14.85
C -23.03 -0.40 -15.92
C -20.28 1.77 -8.39
C -19.29 -5.30 -10.09
C -25.80 7.33 -7.79
C -20.42 -3.01 -6.03
C -27.28 1.34 -9.10
C -26.45 5.00 -8.06
C -18.20 2.64 -12.69
C -22.87 1.91 -4.17
C -21.82 -4.08 -9.97
C -26.33 8.03 -12.24
C -21.66 -5.25 -10.77
H -17.55 -2.82 -4.27
H -30.21 3.45 -10.45
H -19.12 -3.12 -2.43
H -24.83 -1.01 -14.82
H -21.62 1.51 -5.77
H -25.94 0.47 -3.81
H -22.70 -3.51 -10.29
H -23.09 -1.14 -16.72
H -17.31 2.04 -12.47
H -21.61 0.82 -16.98
H -20.78 2.03 -15.01
H -23.22 5.58 -9.63
H -21.35 4.82 -13.07
H -26.35 1.68 -13.54
H -19.32 -4.65 -7.96
H -24.23 8.58 -12.00
H -19.53 1.07 -12.00
H -23.35 6.41 -12.55
H -27.21 4.28 -7.78
H -26.72 9.02 -12.14
H -20.20 -6.45 -11.73
H -22.09 2.43 -3.67
H -25.97 8.33 -7.40
H -27.65 6.54 -7.03
H -26.75 2.49 -17.74
H -17.17 4.32 -13.67
H -27.28 1.06 -15.77
H -24.02 0.22 -12.76
H -27.33 4.77 -12.67
H -25.69 0.49 -6.12
H -28.26 7.05 -12.29
H -20.71 -0.67 -7.50
H -23.93 7.83 -8.84
H -21.89 -2.66 -11.82
H -26.39 0.74 -8.94
H -21.30 -1.77 -12.99
H -18.40 -2.47 -6.57
H -25.29 4.59 -17.41
H -18.21 -5.57 -10.26
H -24.18 4.93 -15.26
H -24.21 1.96 -2.46
H -22.34 -5.66 -11.52
H -28.69 -0.25 -8.78
H -22.31 -3.76 -5.28
H -27.87 4.35 -10.61
H -21.37 -4.25 -3.00
H -21.19 1.71 -10.63
H -19.17 5.64 -13.87
H -30.63 1.26 -9.20

Summary:
- highest occupied orbital energy (alpha / beta) (eV) = 0.205 / -0.395
- charge = -2
- orbital gap (alpha / beta) (hartree) = 0.1252 / 0.1472
- LUMO level (alpha / beta) (eV) = 3.6127 / 3.6101

=====

No. 2
# C55H55F8NO2

A cluster of 9 separate species, C55H55F8NO2 in total (wB97M-V/def2-TZVPD, the Open Molecules 2025 dataset).

Atoms and positions in Å:
F -12.13 -1.49 -5.84
F 8.62 -1.36 2.30
F -5.81 -3.10 -5.19
F 5.34 -1.91 0.16
F 12.30 4.41 3.52
F -6.89 -2.46 0.19
F -3.17 2.74 1.60
F -0.78 -0.52 1.22
O -0.38 0.80 -2.96
O 0.37 1.75 -4.82
N 4.65 2.00 1.28
C -6.70 2.06 1.20
C 1.13 -1.68 4.06
C 7.89 0.84 1.87
C -6.61 -2.03 -5.40
C 6.26 -2.04 -0.82
C -1.64 1.70 -1.04
C 8.44 -2.69 -1.51
C 13.24 4.56 5.67
C -0.25 -0.58 2.46
C 10.78 5.43 6.64
C 2.09 0.56 -1.26
C -7.98 -2.20 -5.29
C -4.33 0.70 1.73
C 12.15 4.71 4.84
C -8.80 -1.10 -5.48
C -5.06 -5.55 -0.15
C -12.59 -1.94 -2.29
C -0.55 0.43 3.35
C -12.11 -1.43 -3.49
C 8.86 -0.03 2.34
C 9.36 2.67 2.43
C 0.00 0.37 4.62
C 11.86 5.30 7.50
C -5.50 2.77 1.28
C 13.08 4.87 7.02
C -5.75 -4.50 0.44
C -13.51 -2.98 -2.28
C 10.32 1.77 2.89
C -6.03 -0.81 -5.68
C 8.14 -2.28 -2.80
C -6.87 0.28 -5.88
C 0.87 1.42 -0.89
C -8.25 0.14 -5.78
C 8.16 2.20 1.93
C 0.58 -1.64 2.78
C 6.89 -1.75 -3.09
C 3.36 0.79 -0.40
C -6.04 -3.49 -1.74
C -6.71 0.69 1.39
C -6.23 -3.50 -0.37
C 10.07 0.40 2.85
C -13.97 -3.51 -3.48
C -0.42 0.91 -1.51
C -4.35 2.07 1.54
C -5.35 -4.55 -2.31
C -5.53 0.01 1.65
C -4.87 -5.58 -1.52
C 7.49 -2.57 -0.50
C 5.93 -1.62 -2.09
C 3.38 2.01 0.51
C 10.92 5.13 5.29
C 0.84 -0.68 4.98
C 0.12 1.82 -3.66
C -13.51 -3.01 -4.69
C -12.59 -1.98 -4.66
H -2.09 1.19 -0.19
H 10.09 5.22 4.59
H 11.26 2.13 3.28
H 5.02 2.95 1.30
H -7.65 0.14 1.32
H 2.53 2.00 1.19
H -1.20 1.24 3.05
H 0.79 -2.40 2.04
H -13.85 -3.40 -5.64
H -1.37 2.70 -0.69
H 13.93 4.76 7.69
H 3.55 -0.09 0.22
H -13.88 -3.37 -1.34
H 6.65 -1.43 -4.10
H -11.39 -0.63 -3.51
H 1.78 -2.49 4.33
H 11.74 5.53 8.55
H 7.41 2.90 1.57
H -6.44 1.25 -6.11
H -0.23 1.15 5.34
H -9.87 -1.21 -5.41
H -5.91 -4.46 1.51
H 1.05 2.47 -1.12
H 4.22 0.87 -1.06
H 7.70 -2.87 0.52
H 9.57 3.73 2.47
H 3.32 2.93 -0.07
H 4.95 -1.21 -2.29
H 0.20 2.77 -3.10
H 14.19 4.22 5.27
H -14.69 -4.31 -3.48
H 2.34 0.74 -2.31
H -4.33 -6.40 -1.98
H 4.44 1.80 2.25
H -0.52 -0.12 -1.19
H 10.79 -0.32 3.20
H -4.96 -0.73 -5.75
H -4.68 -6.36 0.47
H -12.23 -1.53 -1.35
H -7.62 2.60 0.99
H 6.96 0.47 1.47
H 9.82 5.76 7.01
H -5.20 -4.56 -3.38
H 0.70 1.37 0.19
H -6.44 -2.68 -2.34
H 1.27 -0.72 5.97
H 1.80 -0.49 -1.21
H -2.40 1.79 -1.82
H -3.40 0.19 1.93
H -5.46 3.84 1.14
H 8.88 -2.37 -3.59
H -8.89 1.00 -5.93
H -5.55 -1.06 1.79
H 9.41 -3.10 -1.28
H -8.38 -3.18 -5.06

Summary:
- highest occupied orbital energy (eV) = -9.089
- charge = 0
- SMILES = C[C@H](CCCCN)OC=O.Fc1ccccc1.Fc1ccccc1.Fc1ccccc1.Fc1ccccc1.Fc1ccccc1.Fc1ccccc1.Fc1ccccc1.Fc1ccccc1
- orbital gap (hartree) = 0.3538
- LUMO level (eV) = 0.5392
- energy relative to the best compared isomer or geometry (same formula, charge and spin) (kcal per mole) = 0.00

=====

No. 3
# C55H55N11

A cluster of 11 separate species, C55H55N11 in total at a distorted geometry (wB97M-V/def2-TZVPD, the Open Molecules 2025 dataset).

Atoms and positions in Å:
N -0.15 2.88 2.80
N 2.44 -1.88 -2.66
N -3.01 -2.68 4.96
N 4.19 2.14 -0.63
N -2.20 3.51 -3.10
N 6.92 -2.12 3.32
N 0.58 -4.78 2.74
N 2.15 3.81 -3.03
N -4.78 -1.59 0.90
N 1.01 0.79 -1.46
N -6.75 -1.38 -3.59
C -3.68 -1.50 4.65
C -4.90 -3.99 1.09
C 3.40 2.84 0.27
C -1.07 -1.87 3.75
C -6.36 -0.82 -4.82
C 2.44 5.99 -2.01
C -4.43 2.78 -3.68
C -1.32 0.33 -1.31
C 6.13 -1.14 2.76
C 5.47 1.83 -0.19
C 1.26 -0.01 -0.35
C 0.31 5.42 -2.99
C 1.67 -4.56 -1.83
C -0.21 2.78 1.46
C -4.05 4.10 -1.68
C 2.50 -4.59 4.18
C 3.03 -4.15 -1.88
C 1.10 6.40 -2.31
C 3.20 -4.01 3.11
C 0.70 -3.65 -2.30
C 0.22 -0.67 0.29
C 0.41 4.99 0.99
C 5.75 -1.13 1.41
C 0.22 4.12 3.26
C -2.72 4.19 -2.02
C 1.24 -4.23 1.74
C 7.14 -3.08 1.04
C 6.23 -2.14 0.58
C 0.08 3.73 0.50
C -3.07 -0.56 3.81
C -1.78 -0.73 3.35
C -6.10 -1.51 1.14
C -1.73 -2.81 4.50
C 0.96 4.27 -3.48
C -5.76 -1.76 -2.72
C -5.01 -0.52 -5.14
C 7.33 -3.02 2.41
C -4.05 -1.02 -4.27
C -4.42 -1.60 -3.04
C 5.17 2.95 1.91
C 2.55 -3.84 1.87
C 2.87 4.73 -2.39
C -0.27 0.98 -1.86
C 1.13 -4.94 3.96
C -6.29 -3.89 1.24
C -6.92 -2.64 1.20
C 5.96 2.25 1.03
C -1.09 -0.50 -0.23
C 0.50 5.20 2.40
C 1.17 -2.37 -2.71
C 3.34 -2.84 -2.28
C -3.08 2.93 -3.97
C -4.92 3.36 -2.53
C -4.20 -2.81 0.89
C 3.86 3.20 1.52
H 5.01 -0.41 1.11
H 5.86 -2.16 -0.43
H 0.73 5.67 0.21
H 0.40 -1.29 1.16
H -4.80 -0.13 -6.12
H -0.04 -2.08 3.48
H 6.89 1.89 1.43
H 7.43 -3.88 0.38
H -5.99 -2.22 -1.77
H 0.42 -1.68 -3.06
H -4.45 -4.97 1.05
H -4.41 4.52 -0.75
H 0.42 3.59 -4.13
H -3.14 -2.89 0.72
H 0.03 3.53 -0.56
H -1.89 -1.06 0.22
H 3.88 -4.79 -1.69
H -3.61 0.32 3.51
H -5.99 3.31 -2.38
H -2.99 -1.09 -4.50
H -0.41 1.69 -2.66
H 0.46 4.22 4.31
H 2.30 -0.03 -0.06
H 4.26 -3.83 3.16
H -0.32 -3.98 -2.38
H 0.52 -5.28 4.79
H -1.37 -3.81 4.70
H 5.79 -0.30 3.35
H -4.71 -1.33 4.92
H -6.88 -4.78 1.40
H 6.09 1.28 -0.89
H 3.08 -3.36 1.06
H -7.98 -2.58 1.40
H -2.09 4.79 -1.38
H 3.09 6.68 -1.50
H -2.28 0.32 -1.80
H 3.31 3.76 2.27
H 4.37 -2.53 -2.37
H 3.91 4.45 -2.28
H -6.60 -0.57 1.28
H 2.89 -4.51 5.18
H -0.72 5.65 -3.25
H 5.45 3.27 2.90
H -7.05 -0.43 -5.56
H 0.91 6.13 2.77
H -3.65 -2.02 -2.41
H -1.33 0.04 2.75
H -0.55 1.81 1.15
H 0.69 -3.95 0.85
H 1.31 -5.55 -1.57
H 0.71 7.34 -1.97
H -2.74 2.46 -4.88
H -5.07 2.22 -4.34
H 2.43 3.16 -0.07
H 8.02 -3.76 2.78

Summary:
- highest occupied orbital energy (alpha / beta) (eV) = -10.720 / -10.720
- charge = +1
- 2S+1 = 2
- orbital gap (alpha / beta) (hartree) = 0.2507 / 0.0894
- LUMO level (alpha / beta) (eV) = -3.8975 / -8.2872